100
Properties=species:S:1:pos:R:3:forces:R:3 method="wB97M-V/def2-TZVPD" total_charge=+2 lumo_energy_ev=-8.4 homo_ha=-0.4944 homo_lumo_gap_ev=5.1
Pb 0.2393 -0.1133 0.5359 0.1 0.0 0.1
C -1.9438 -2.4650 2.4704 0.0 0.0 0.0
C -1.4459 -1.2826 3.2289 0.0 0.0 0.0
C -1.6626 -0.9528 4.5640 0.0 0.0 0.0
C -0.9096 0.1858 4.7988 0.0 0.0 0.0
C -0.7679 0.9612 6.0632 0.0 0.0 0.0
N -0.2860 0.5165 3.6536 0.0 0.0 0.0
N -0.6258 -0.3792 2.6834 0.0 -0.1 0.0
B 0.8020 1.5981 3.4313 0.0 0.0 0.0
N 0.3432 2.5859 2.3388 -0.1 0.0 0.1
N -0.0538 2.1420 1.1177 0.1 0.0 -0.1
C -0.4299 3.2073 0.4038 0.0 0.0 0.0
C -0.9696 3.0920 -0.9813 0.0 0.0 0.0
C -0.2769 4.3547 1.1750 0.0 0.0 0.0
C 0.2118 3.9213 2.3987 0.0 0.0 0.0
C 0.5542 4.7263 3.6051 0.0 0.0 0.0
N 2.1208 0.9019 3.0009 0.0 -0.1 0.1
N 2.1521 0.0585 1.9325 -0.1 0.2 -0.1
C 3.3295 -0.5642 1.9418 0.0 0.0 0.0
C 3.6820 -1.5972 0.9241 0.0 -0.1 0.0
C 4.0794 -0.1211 3.0291 0.0 0.1 0.0
C 3.2789 0.8042 3.6803 0.0 0.0 0.0
C 3.5747 1.5829 4.9160 0.0 0.0 0.0
H -2.9724 -2.6897 2.7461 0.0 0.0 0.0
H -1.3404 -3.3439 2.7040 0.0 0.0 0.0
H -1.9021 -2.3037 1.3934 0.0 0.0 0.0
H -2.2786 -1.4775 5.2740 0.0 0.0 0.0
H -1.4355 0.5504 6.8167 0.0 0.0 0.0
H -1.0196 2.0110 5.9150 0.0 0.0 0.0
H 0.2510 0.9112 6.4471 0.0 0.0 0.0
H 0.9824 2.1892 4.4458 0.0 0.0 0.0
H -0.7085 2.1327 -1.4313 0.0 0.0 0.0
H -0.5800 3.8958 -1.6059 0.0 0.0 0.0
H -2.0587 3.1752 -0.9812 0.0 0.0 0.0
H -0.4958 5.3693 0.8893 0.0 0.0 0.0
H 0.3705 5.7790 3.4050 0.0 0.0 0.0
H 1.6027 4.6069 3.8771 0.0 0.0 0.0
H -0.0497 4.4289 4.4622 0.0 0.0 0.0
H 2.8667 -1.7424 0.2104 0.0 0.0 0.0
H 3.8698 -2.5580 1.4042 0.0 0.0 0.0
H 4.5920 -1.3244 0.3870 0.0 0.0 0.0
H 5.0715 -0.4283 3.3122 0.0 0.0 0.0
H 4.6094 1.4221 5.2088 0.0 0.0 0.0
H 2.9351 1.2696 5.7414 0.0 0.0 0.0
H 3.4223 2.6503 4.7614 0.0 0.0 0.0
Br 2.2089 1.8684 -2.5540 0.0 -0.1 0.0
C 0.8024 1.6371 -3.8495 0.0 0.0 0.0
Br -0.1285 -0.0438 -3.6473 0.0 0.1 0.0
H 1.2340 1.6651 -4.8412 0.0 0.0 0.0
H 0.0779 2.4277 -3.7062 0.0 0.0 0.0
C -6.7129 -1.6515 2.7763 0.0 0.0 0.0
C -5.6219 -1.9454 1.7556 0.0 0.0 0.0
C -6.1372 -1.8890 0.3231 0.0 0.0 0.0
C -5.0751 -2.2289 -0.7291 0.0 0.0 0.0
Ge -3.7178 -0.8496 -0.9795 0.0 0.1 0.0
C -3.3921 0.5103 0.3723 0.0 0.0 0.0
C -4.5321 1.4721 0.7119 0.0 0.0 0.0
C -4.1066 2.5448 1.7155 0.0 0.0 0.0
C -3.6555 1.9771 3.0567 0.0 0.0 0.0
H -6.3236 -1.6691 3.7941 0.0 0.0 0.0
H -7.5155 -2.3871 2.7136 0.0 0.0 0.0
H -7.1535 -0.6671 2.6048 0.0 0.0 0.0
H -5.2014 -2.9403 1.9350 0.0 0.0 0.0
H -4.7986 -1.2350 1.8898 0.0 0.0 0.0
H -6.5681 -0.9030 0.1204 0.0 0.0 0.0
H -6.9648 -2.5958 0.2231 0.0 0.0 0.0
H -5.5405 -2.3713 -1.7066 0.0 0.0 0.0
H -4.5787 -3.1706 -0.4773 0.0 0.0 0.0
H -3.7288 -0.2584 -2.4005 0.0 0.0 0.0
H -2.5415 1.0882 -0.0095 0.0 0.0 0.0
H -3.0432 -0.0022 1.2724 0.0 0.0 0.0
H -5.3770 0.9128 1.1246 0.0 0.0 0.0
H -4.8995 1.9551 -0.1984 0.0 0.0 0.0
H -4.9433 3.2294 1.8672 0.0 0.0 0.0
H -3.2952 3.1425 1.2871 0.0 0.0 0.0
H -4.4160 1.3167 3.4815 0.0 0.0 0.0
H -3.4763 2.7771 3.7760 0.0 0.0 0.0
H -2.7286 1.4057 2.9652 0.0 0.0 0.0
C -2.1919 -3.1139 -2.7436 0.0 0.0 0.0
C -1.3778 -2.4666 -1.6574 0.0 0.0 0.0
O -0.1922 -2.6893 -1.4851 -0.1 0.0 -0.1
O -2.0124 -1.6202 -0.8624 0.0 -0.1 0.0
H -2.9643 -3.7395 -2.2927 0.0 0.0 0.0
H -1.5631 -3.7336 -3.3756 0.0 0.0 0.0
H -2.6962 -2.3561 -3.3468 0.0 0.0 0.0
C 2.2176 -2.5123 -3.3357 0.0 0.0 0.0
C 3.2537 -1.7910 -3.8578 0.0 0.0 0.0
C 4.2421 -1.2313 -2.9943 0.0 0.0 0.0
C 5.2818 -0.5119 -3.5146 0.0 0.0 0.0
C 5.3484 -0.3272 -4.9057 0.0 0.0 0.0
C 4.3896 -0.8631 -5.7858 0.0 0.0 0.0
C 3.3539 -1.5890 -5.2691 0.0 0.0 0.0
C 6.4289 0.4410 -5.4466 0.0 0.0 0.0
N 7.2957 1.0621 -5.8731 0.0 0.0 0.0
H 2.1039 -2.6830 -2.2721 0.0 0.0 0.0
H 1.4632 -2.9577 -3.9722 0.0 0.0 0.0
H 4.1528 -1.3864 -1.9262 0.0 0.0 0.0
H 6.0458 -0.0808 -2.8835 0.0 0.0 0.0
H 4.4912 -0.6972 -6.8490 0.0 0.0 0.0
H 2.6004 -2.0180 -5.9175 0.0 0.0 0.0


14
Properties=species:S:1:pos:R:3:forces:R:3 method="wB97M-V/def2-TZVPD" lumo_energy_ev=0.9 smiles="C=CO.C=CO" homo_ha=-0.3363 homo_lumo_gap_ev=10.1
C -0.9857 -0.5774 -1.8065 -0.6 -0.1 0.2
C -1.9351 -0.0585 -1.0288 0.9 0.1 0.2
O -1.7437 0.2966 0.2772 -1.1 -0.5 0.3
H -1.1095 -0.5584 -2.8793 -0.1 -0.6 0.0
H -0.1471 -1.0818 -1.3438 0.4 0.4 -0.2
H -2.9352 0.1674 -1.3684 0.1 0.6 -0.2
H -1.1870 -0.3041 0.7868 0.3 0.1 -0.4
C 0.9091 1.1812 1.1164 0.1 0.2 -0.9
C 1.6656 0.0915 1.1733 -0.7 0.0 1.5
O 2.0378 -0.8168 0.2356 0.1 0.7 -0.5
H 0.6168 1.6866 2.0242 0.3 0.0 0.1
H 0.5161 1.6120 0.2023 0.1 -0.2 -0.1
H 1.9290 -0.2053 2.1825 0.4 -0.5 -0.2
H 1.9199 -0.4137 -0.6394 0.0 -0.2 0.2


42
Properties=species:S:1:pos:R:3:forces:R:3 method="wB97M-V/def2-TZVPD" total_charge=+1 lumo_energy_ev="-4.2 / -4.7" homo_ha="-0.3865 / -0.4042" spin_multiplicity=2 s2=0.83 homo_lumo_gap_ev="6.4 / 6.3"
Ru 0.8703 -1.2611 -0.4156 -2.2 2.6 2.4
I -4.2601 -2.7048 -3.6876 0.2 0.0 0.2
C -2.7842 -2.7226 -2.2139 -0.1 0.0 -0.2
C -1.5674 -3.3611 -2.4763 -0.2 0.0 -0.1
C -0.6168 -3.3627 -1.4935 0.6 -0.1 0.5
I 1.4366 -3.7989 -1.8022 -0.2 0.2 -0.1
C -0.8210 -2.7814 -0.1916 -1.0 -0.4 -1.4
O 0.0386 -2.9177 0.7495 1.2 1.2 -0.5
C -2.0313 -2.0222 -0.0375 0.3 -0.1 0.2
C -2.0272 -1.1513 1.1800 -0.1 -0.2 -0.1
N -0.8898 -0.2123 1.0421 0.9 -0.2 -0.9
C -0.3238 0.2911 2.2951 0.1 0.0 0.1
C 1.1856 0.2542 2.3117 -0.2 0.1 0.0
C 1.9154 1.0704 3.1626 0.0 -0.1 0.0
C 3.2989 1.0191 3.1270 0.0 0.0 0.0
C 3.9263 0.1479 2.2499 -0.1 0.0 0.0
C 3.1330 -0.6472 1.4461 0.2 0.1 0.5
N 1.7959 -0.5917 1.4887 0.6 -1.1 -1.1
C -2.9848 -2.0163 -1.0202 -0.1 0.0 0.0
H -1.3737 -3.8073 -3.4416 0.0 0.0 0.0
H -1.8413 -1.7727 2.0552 0.0 0.1 0.1
H -2.9787 -0.6304 1.3032 0.0 0.0 0.0
H -1.1629 0.5530 0.4372 -0.1 0.1 0.0
H -0.6812 -0.3338 3.1161 0.0 0.0 0.0
H -0.6563 1.3105 2.5015 0.0 0.0 0.0
H 1.4041 1.7452 3.8361 0.0 0.0 0.0
H 3.8836 1.6591 3.7745 0.0 0.0 0.0
H 5.0029 0.0905 2.1871 0.0 0.0 0.0
H 3.5682 -1.3624 0.7625 0.0 0.0 0.0
H -3.8919 -1.4410 -0.8816 0.0 0.0 0.0
O 1.6261 0.9014 -0.6418 0.1 -1.3 0.2
N 0.7823 1.7445 -1.2066 -0.6 0.3 -0.5
C 0.7824 3.0336 -0.8007 0.2 0.1 0.1
C -0.0614 3.9537 -1.3637 0.0 0.0 0.0
C -0.9193 3.5565 -2.3892 0.1 -0.1 0.0
C -0.9138 2.2396 -2.7901 0.0 0.1 0.0
C -0.0685 1.3162 -2.1707 0.1 -0.2 0.3
S -0.0867 -0.3603 -2.5533 0.2 -1.1 0.5
H 1.4957 3.2591 -0.0218 0.0 0.0 0.0
H -0.0542 4.9708 -1.0008 0.1 0.0 0.0
H -1.5851 4.2694 -2.8547 0.0 0.0 0.0
H -1.5649 1.8734 -3.5711 0.0 0.0 0.0


12
Properties=species:S:1:pos:R:3:forces:R:3 method="wB97M-V/def2-TZVPD" total_charge=+1 lumo_energy_ev="-4.5 / -4.9" homo_ha="-0.4329 / -0.4407" spin_multiplicity=5 s2=6.02 homo_lumo_gap_ev="7.3 / 7.1"
C 1.1794 0.4876 -0.8641 2.3 -1.1 1.2
O 2.2978 0.6932 -0.3379 -1.7 0.1 -0.7
Li -2.3442 -0.4130 -0.3737 -0.1 0.2 0.2
Li 1.7003 0.8167 1.6029 0.0 0.0 0.0
H -0.7424 0.9965 -1.1742 -0.1 0.3 1.3
C -0.0573 1.0759 -0.2533 -0.7 0.5 -1.7
C -0.2141 0.1727 0.9844 0.0 -0.4 -0.4
C -0.6274 -1.1017 0.7720 0.3 0.4 1.1
O -1.0273 -1.6336 -0.4509 -0.1 -0.4 -1.1
Fe 0.5382 -1.4243 -1.5035 -0.1 0.6 0.4
H 0.0553 2.1419 -0.0022 -0.1 -0.3 -0.1
H -0.7582 -1.8119 1.6005 0.2 0.2 -0.3


Number 1: M 1041.27 g mol⁻¹, energy -253142.327 eV. Number 2: M 88.11 g mol⁻¹, energy -8370.508 eV. Number 3: M 692.28 g mol⁻¹, energy -57084.485 eV. Number 4: M 152.79 g mol⁻¹, energy -43079.879 eV.